DFT (ωB97M-V with the def2-TZVPD basis set) results for a cluster of 3 separate species, C18H28F6NO9 in total in a non-equilibrium geometry.

The geometry in XYZ format:
```
62
Properties=species:S:1:pos:R:3:forces:R:3
C 4.194321 0.243669 1.186624 -0.7 -0.3 -0.9
C 4.316307 -0.782948 0.004549 0.9 -0.1 0.8
O 3.111238 -1.461148 -0.275079 0.0 0.5 -0.5
C 2.175459 -0.597873 -0.920464 -0.2 1.0 0.2
C 1.736775 -1.084078 -2.340252 -0.1 -1.5 -1.4
O 2.563954 -1.771540 -2.959242 1.3 0.0 0.4
O 0.612021 -0.816264 -2.830553 -0.4 1.2 1.3
N 1.082442 -0.330828 0.012086 -0.5 -0.1 -0.6
C 0.197942 -1.488407 0.207259 -0.2 -0.7 1.3
C 0.305561 -1.905095 1.723810 0.3 0.5 -0.6
C 0.367682 0.903015 -0.299278 0.1 0.7 0.6
C -0.702601 1.295327 0.767440 0.1 1.1 -0.6
C -1.122908 2.780390 0.433153 0.4 -0.5 1.0
C -1.944066 3.405682 1.573768 1.0 -0.2 -1.0
O -3.068902 3.747401 1.455479 -1.3 0.2 0.0
O -1.291866 3.588545 2.796788 0.3 0.0 -0.4
H 3.721308 1.164836 0.783606 0.4 -0.3 0.5
H 5.177319 0.456540 1.650587 -0.6 0.0 -0.3
H 3.473025 -0.185707 1.907324 0.5 0.2 -0.1
H 5.053627 -1.546613 0.326027 -0.5 0.2 -0.3
H 4.739583 -0.302939 -0.908640 -0.4 -0.2 0.4
H 2.693682 0.382183 -1.074108 -0.5 -0.4 -0.1
H -0.853444 -1.261348 -0.073750 0.6 -0.1 0.1
H 0.488654 -2.386077 -0.370440 0.1 0.7 -0.1
H -0.008087 -1.052990 2.365140 -0.1 -0.7 -0.3
H -0.238525 -2.847043 1.953969 0.4 0.9 -0.1
H 1.396040 -2.014840 1.907833 -0.7 -0.2 0.0
H 1.127414 1.723488 -0.263338 -0.4 -0.5 -0.1
H -0.082039 0.939109 -1.316123 0.1 -0.3 0.4
H -0.289541 1.307407 1.794650 -0.2 -0.4 -0.5
H -1.623848 0.686915 0.700573 0.6 0.0 0.2
H -0.183254 3.369815 0.363754 -0.5 -0.2 -0.2
H -1.674219 2.791733 -0.524133 0.2 0.3 0.6
H -0.838912 4.445369 2.763936 -0.1 -0.3 0.1
C -5.989503 -3.231369 3.362923 0.3 0.2 -0.1
C -5.574205 -4.603310 3.852669 -0.6 0.3 0.2
O -4.399409 -5.057618 3.163174 0.5 -0.2 -0.1
C -3.234462 -4.599919 3.629048 -0.9 0.1 0.4
O -3.110496 -3.855438 4.556397 0.4 -0.1 -0.2
C -2.074750 -5.202806 2.831263 1.2 -0.4 -0.9
F -2.305844 -5.190009 1.509467 -0.3 0.1 0.3
F -1.858293 -6.489535 3.170344 -0.3 0.2 0.3
F -0.931287 -4.545631 3.032758 -0.5 -0.2 0.4
H -6.118686 -3.234857 2.279410 -0.1 -0.1 0.0
H -6.926154 -2.924806 3.829710 0.0 -0.1 0.0
H -5.227944 -2.485448 3.592500 0.0 0.0 0.1
H -6.358663 -5.327366 3.634311 0.2 -0.1 -0.2
H -5.415910 -4.613582 4.931871 0.2 0.0 -0.1
C 1.253210 1.678192 -5.000672 -0.2 0.2 -0.2
C 2.409980 2.295317 -4.250529 -0.1 -0.9 -0.1
O 2.457666 3.727809 -4.453437 0.0 0.7 0.2
C 1.654029 4.457684 -3.688667 0.3 -1.3 -0.1
O 0.904706 4.029989 -2.858799 -0.1 0.6 0.1
C 1.857194 5.946291 -3.988903 0.0 1.1 -0.3
F 1.917691 6.195607 -5.309160 0.0 -0.2 0.2
F 3.005436 6.401984 -3.451423 -0.1 -0.3 0.0
F 0.867177 6.700003 -3.495757 0.1 -0.4 0.0
H 1.295029 1.943968 -6.060707 0.2 0.0 0.0
H 1.275039 0.591516 -4.903565 0.0 0.0 0.2
H 0.298102 2.039444 -4.617738 0.0 -0.1 0.1
H 3.350197 1.900017 -4.632550 0.1 0.3 0.0
H 2.368007 2.058187 -3.186892 -0.1 0.2 0.0
```
Forces are in eV/Å.

Net charge: -1
Calculated total energy: -2033.86607 Ha
Orbital gap: 6.63 eV
Lowest unoccupied orbital energy: 2.22 eV
HOMO energy: -0.16209 hartree